Record 1
Entry from OMol25: CH2O4P as an isolated structure in a non-equilibrium geometry (ωB97M-V/def2-TZVPD).

Energy relative to the best compared isomer or geometry (same formula, charge and spin) in eV: 0.872
Electronic energy in hartree: -681.74209
HOMO energy in eV: -5.281
Largest force on an atom in eV/Å: 3.5
Total charge: -1

Cartesian coordinates (Å):
C1 1.650 -0.235 -0.477
O1 -2.178 -1.057 0.230
O2 -1.545 0.812 1.796
O3 0.502 0.235 -0.259
O4 2.598 0.165 -1.122
P1 -1.547 0.247 0.470
H1 -1.397 1.086 -0.654
H2 1.916 -1.253 0.017

***

Record 2
Entry from OMol25: the molecule CH2O4S in a non-equilibrium geometry (ωB97M-V/def2-TZVPD).

Energy relative to the best compared isomer or geometry (same formula, charge and spin) in eV: 1.134
Electronic energy in hartree: -738.40803
HOMO energy in eV: -10.809
Largest force on an atom in eV/Å: 4.4
Total charge: 0

Cartesian coordinates (Å):
C1 1.009 -0.584 -0.172
O1 -1.175 1.400 -0.318
O2 -0.053 -0.834 -0.880
O3 -1.102 -0.421 1.202
O4 1.172 0.499 0.376
S1 -1.448 -0.109 -0.136
H1 1.950 -1.401 -0.217
H2 -0.354 1.449 0.144

***

Record 3
Entry from OMol25: CH2O4Si as an isolated structure in a non-equilibrium geometry (ωB97M-V/def2-TZVPD).

Energy relative to the best compared isomer or geometry (same formula, charge and spin) in eV: 5.513
Electronic energy in hartree: -629.64422
HOMO energy (alpha / beta) in eV: -11.789 / -11.962
Largest force on an atom in eV/Å: 6.0
Total charge: 0

Cartesian coordinates (Å):
C1 0.757 -0.247 -1.057
O1 1.466 -0.777 -1.869
O2 1.101 0.963 -0.934
O3 -0.337 -0.648 -0.499
O4 -0.398 1.678 0.719
Si1 -0.685 0.194 0.937
H1 -1.949 -0.420 0.944
H2 0.046 -0.743 1.760

***

Record 4
Entry from OMol25: an isolated ion of composition CH2O5P and charge -1 in a non-equilibrium geometry (ωB97M-V/def2-TZVPD).

Energy relative to the best compared isomer or geometry (same formula, charge and spin) in eV: 1.421
Electronic energy in hartree: -757.02196
HOMO energy in eV: -5.042
SMILES string: O=C([O-])OP(O)O
Largest force on an atom in eV/Å: 2.5
Total charge: -1

Cartesian coordinates (Å):
C1 -2.579 -0.148 -0.083
O1 -1.216 -0.693 -0.027
O2 -3.238 -0.572 0.838
O3 0.531 0.932 -0.341
O4 0.842 -1.678 -0.387
O5 -2.765 0.675 -0.960
P1 -0.079 -0.514 -1.061
H1 -0.194 1.504 -0.564
H2 0.764 -1.662 0.638

***

Record 5
Entry from OMol25: an isolated ion of composition CH2OPS2 and charge -1 in a non-equilibrium geometry (ωB97M-V/def2-TZVPD).

Energy relative to the best compared isomer or geometry (same formula, charge and spin) in eV: 0.177
Electronic energy in hartree: -1252.32754
HOMO energy in eV: -3.844
SMILES string: [O-]C(=S)SP
Largest force on an atom in eV/Å: 2.3
Total charge: -1

Cartesian coordinates (Å):
C1 -1.345 0.161 0.094
O1 -0.726 1.205 0.023
P1 1.329 0.062 -0.587
S1 -2.945 -0.122 0.252
S2 -0.096 -1.291 -0.081
H1 2.359 -0.910 -0.389
H2 1.424 0.895 0.688

***

Record 6
Entry from OMol25: a 2-piece molecular cluster, CH2S2 overall in a non-equilibrium geometry (ωB97M-V/def2-TZVPD).

Energy relative to the best compared isomer or geometry (same formula, charge and spin) in eV: 4.111
Electronic energy in hartree: -835.49673
HOMO energy (alpha / beta) in eV: -7.885 / -9.712
Largest force on an atom in eV/Å: 2.2
Total charge: 0

Cartesian coordinates (Å):
C1 -0.549 0.175 0.164
S1 -1.942 0.883 0.075
S2 0.097 -1.356 0.195
H1 1.414 1.387 0.259
H2 0.980 -1.089 -0.693

***

Record 7
Entry from OMol25: the molecule CH2S3 in a non-equilibrium geometry (ωB97M-V/def2-TZVPD).

Energy relative to the best compared isomer or geometry (same formula, charge and spin) in eV: 0.920
Electronic energy in hartree: -1233.81865
HOMO energy in eV: -8.976
SMILES string: S=C(S)S
Largest force on an atom in eV/Å: 2.8
Total charge: 0

Cartesian coordinates (Å):
C1 -0.680 0.066 0.153
S1 -2.326 0.021 0.237
S2 0.224 1.605 0.268
S3 0.207 -1.539 0.285
H1 1.575 1.093 -0.106
H2 1.001 -1.246 -0.837

***

Record 8
Entry from OMol25: a 14-piece molecular cluster, CH30O14 overall in a non-equilibrium geometry (ωB97M-V/def2-TZVPD).

Energy relative to the best compared isomer or geometry (same formula, charge and spin) in eV: 6.795
Electronic energy in hartree: -1109.18922
HOMO energy in eV: -9.957
Largest force on an atom in eV/Å: 14.5
Total charge: 0

Cartesian coordinates (Å):
O1 -1.898 1.982 -0.338
H1 -2.556 2.128 -1.189
H2 -1.368 2.779 -0.158
H3 -1.163 1.319 -0.531
C1 0.075 -0.297 -0.252
O2 -0.445 0.210 -1.573
H4 -0.092 -1.388 0.013
H5 -0.636 0.077 0.502
H6 1.067 0.132 -0.079
O3 -0.977 1.453 2.793
H7 -1.732 2.022 2.657
H8 -1.306 0.553 3.092
O4 3.817 0.048 1.544
H9 3.333 0.794 1.825
H10 3.055 -0.468 1.749
O5 -1.496 -2.068 2.664
H11 -1.045 -2.466 2.031
H12 -0.744 -2.248 3.161
O6 -0.343 -4.110 0.550
H13 -0.673 -4.960 1.027
H14 -0.744 -4.135 -0.207
O7 -2.516 -1.538 -1.540
H15 -2.614 -2.136 -2.190
H16 -1.810 -0.967 -1.736
O8 1.837 1.689 2.604
H17 1.768 2.039 1.646
H18 0.901 1.418 2.704
O9 2.231 1.708 -2.138
H19 1.860 2.212 -2.910
H20 1.523 1.358 -1.520
O10 -3.475 -0.716 0.807
H21 -3.102 -1.233 1.662
H22 -2.873 -1.035 0.150
O11 1.029 -0.897 -3.448
H23 1.931 -0.594 -3.613
H24 0.793 -0.537 -2.650
O12 1.996 3.188 0.163
H25 1.091 3.618 0.037
H26 2.180 2.701 -0.646
O13 1.998 -2.235 1.511
H27 2.337 -2.926 1.083
H28 1.599 -1.738 0.898
O14 -0.660 1.921 -3.580
H29 -1.735 1.904 -3.594
H30 -0.403 1.417 -2.981

***

Record 9
Entry from OMol25: a 16-piece molecular cluster, CH31O18 overall in a non-equilibrium geometry (ωB97M-V/def2-TZVPD).

Energy relative to the best compared isomer or geometry (same formula, charge and spin) in eV: 0.703
Electronic energy in hartree: -1411.14318
HOMO energy in eV: -7.232
Largest force on an atom in eV/Å: 3.5
Total charge: -1

Cartesian coordinates (Å):
C1 0.306 0.063 -0.051
O1 0.438 0.636 1.061
O2 -0.596 -0.913 -0.180
O3 1.137 0.186 -0.965
H1 -1.105 -0.985 0.644
O4 0.771 0.159 -3.712
H2 0.955 0.197 -2.770
H3 0.485 1.049 -3.985
O5 1.278 -0.290 3.606
H4 0.987 -1.172 3.736
H5 0.964 -0.063 2.732
O6 0.270 2.862 -3.181
H6 0.876 3.559 -3.429
H7 0.601 2.522 -2.339
O7 -2.196 -1.734 2.568
H8 -1.412 -2.246 2.733
H9 -2.842 -2.138 3.118
O8 3.245 0.221 1.274
H10 2.608 0.272 0.496
H11 4.037 0.695 1.012
O9 0.180 2.540 2.938
H12 -0.498 2.166 3.493
H13 0.213 1.933 2.190
O10 0.850 3.070 -0.294
H14 0.663 2.134 -0.267
H15 0.099 3.608 -0.479
O11 1.354 -2.998 -0.246
H16 1.851 -3.099 -1.054
H17 0.683 -2.314 -0.539
O12 -1.502 0.523 4.119
H18 -1.672 -0.035 3.358
H19 -1.014 -0.004 4.716
O13 -2.917 0.963 0.902
H20 -3.369 1.797 1.122
H21 -2.261 1.306 0.279
O14 -1.559 -1.041 -2.699
H22 -0.949 -0.528 -3.223
H23 -1.498 -0.648 -1.882
O15 -2.509 -2.851 -0.430
H24 -2.279 -3.119 0.409
H25 -1.726 -2.957 -0.947
O16 3.171 -1.368 -2.060
H26 2.428 -0.885 -1.687
H27 3.903 -0.930 -1.645
O17 3.671 1.082 -3.285
H28 2.903 0.596 -3.588
H29 3.368 1.404 -2.474
O18 -4.534 -1.130 0.261
H30 -3.833 -1.752 0.040
H31 -4.023 -0.340 0.587

***

Record 10
Entry from OMol25: CH33CdO19 as an isolated structure in a non-equilibrium geometry (ωB97M-V/def2-TZVPD).

Energy relative to the best compared isomer or geometry (same formula, charge and spin) in eV: 1.422
Electronic energy in hartree: -1654.97930
HOMO energy in eV: -12.154
Largest force on an atom in eV/Å: 4.1
Total charge: +1

Cartesian coordinates (Å):
Cd1 2.208 1.009 1.365
C1 0.260 0.056 0.031
O1 0.036 0.698 1.051
O2 -0.666 -0.562 -0.599
O3 1.390 0.061 -0.536
H1 -1.533 -0.582 -0.116
O4 3.006 2.430 -0.261
H2 3.033 3.346 -0.471
H3 3.747 2.007 -0.710
O5 -0.823 2.337 -2.219
H4 -0.937 2.225 -1.276
H5 -0.946 1.479 -2.543
O6 -1.265 0.408 3.769
H6 -2.141 0.539 4.188
H7 -1.349 0.403 2.818
O7 4.047 0.677 -2.572
H8 3.490 -0.078 -2.624
H9 4.516 0.418 -1.766
O8 -2.592 -2.773 -2.329
H10 -2.609 -1.846 -2.109
H11 -3.432 -3.157 -2.048
O9 -2.704 -1.915 0.880
H12 -2.901 -2.389 1.659
H13 -3.552 -1.951 0.400
O10 1.354 1.238 3.514
H14 1.579 1.963 4.064
H15 0.580 0.835 3.835
O11 -0.328 -2.334 2.333
H16 -1.006 -2.312 1.740
H17 -0.741 -1.911 3.078
O12 1.338 3.171 1.645
H18 1.020 3.724 0.930
H19 0.678 3.388 2.336
O13 -2.238 1.988 0.430
H20 -2.002 2.549 1.147
H21 -2.034 1.134 0.777
O14 1.863 2.671 -2.850
H22 2.370 2.428 -2.073
H23 1.132 2.098 -2.688
O15 -0.453 -3.943 -0.932
H24 -0.120 -4.477 -1.635
H25 -1.029 -3.277 -1.385
O16 -3.393 0.062 -1.668
H26 -4.049 0.354 -2.348
H27 -3.922 -0.635 -1.249
O17 0.326 -0.192 -3.228
H28 -0.556 -0.177 -3.569
H29 0.343 -0.483 -2.293
O18 2.397 -1.131 2.136
H30 1.445 -1.308 2.227
H31 2.761 -1.137 3.008
O19 1.769 -2.542 -0.283
H32 0.931 -2.972 -0.515
H33 1.683 -1.595 -0.446